C5H11N2O | ωB97M-V with the def2-TZVPD basis set

The net charge is +1. The total energy is -10380.96107 eV. The calculation puts the HOMO-LUMO gap at 11.52 eV. For the energy above the lowest of the compared OMol25 structures with the same formula, charge and spin, the calculation gives 448.1 kJ/mol. The LUMO energy is -3.85 eV. As for the SMILES: CC[N@@+]1(O)C=NCC1.

```
19
C5H11N2O (ωB97M-V with the def2-TZVPD basis set)
C -1.709 0.094 0.321
C -1.218 1.744 -1.052
C 0.118 0.951 -0.979
C 1.816 -1.101 0.914
C 0.438 -0.510 1.076
N -2.112 1.217 -0.096
N -0.398 -0.311 -0.117
O -0.603 -1.544 -0.849
H -2.292 -0.564 0.996
H -1.047 2.827 -0.927
H -1.615 1.578 -2.032
H 0.380 0.603 -2.042
H 0.803 1.497 -0.409
H 1.696 -2.224 0.792
H 2.569 -0.684 0.270
H 2.489 -0.918 1.695
H 0.634 0.521 1.449
H -0.165 -1.053 1.773
H 0.215 -2.121 -0.784
```